Entry 1:
Below is one molecule with the formula C3H7Br2N at a distorted geometry, with properties calculated with the ωB97M-V functional and the def2-TZVPD basis.

```
13
Properties=species:S:1:pos:R:3:forces:R:3
C 1.8271 0.7584 0.1685 0.33 -0.10 0.12
N 0.7209 -0.0727 -0.2482 0.18 -0.26 -0.34
Br 1.1912 -1.9100 0.0275 -0.05 0.57 0.15
C -0.5792 0.2568 0.3013 -1.37 -2.63 -1.63
C -1.6223 -0.7415 -0.5398 1.13 2.28 1.61
Br -3.4257 -0.2633 -0.0226 -0.13 -0.06 -0.07
H 2.7036 0.4523 -0.4048 0.00 0.16 0.11
H 1.5899 1.7923 -0.0772 -0.08 0.07 -0.03
H 2.0616 0.6871 1.2367 -0.03 0.03 0.05
H -0.6977 0.0735 1.3726 0.01 0.02 0.06
H -0.8042 1.2933 0.0603 0.02 0.03 -0.06
H -1.4663 -1.7761 -0.2733 0.00 -0.01 -0.03
H -1.4989 -0.5500 -1.6009 -0.01 -0.09 0.06
```
Positions in Å, forces in eV/Å.

- SMILES string: CN(Br)CCBr
- Energy relative to the best compared isomer or geometry (same formula, charge and spin): 0.0 kcal per mole
- LUMO level: 0.3 eV
- DFT total energy: -144798.3009 eV
- HOMO: -9.2 eV

natural (NBO) population analysis, charges in e, atoms 1 to 8: -0.424 -0.459 0.123 -0.239 -0.434 -0.022 0.214 0.209



Entry 2:
Below is a 2-piece molecular cluster, C3H7Br3N overall at a distorted geometry, with properties calculated with the ωB97M-V functional and the def2-TZVPD basis.

```
14
Properties=species:S:1:pos:R:3:forces:R:3
C 0.5991 -0.7178 0.7928 2.35 1.62 -4.29
C -0.5422 -1.0350 -0.0990 0.51 3.39 -2.34
C -1.7019 -0.2289 0.2634 -1.99 0.95 2.09
N -1.5951 1.0621 0.3583 2.54 -1.44 -2.76
Br -0.1714 -0.5714 -2.0470 -0.17 -0.15 1.04
Br -3.2307 -1.0408 1.0079 0.80 0.32 -0.48
Br 3.1738 1.4825 -1.7834 1.32 0.26 0.08
H 0.3886 -1.1369 1.6689 -0.33 -1.77 3.94
H 1.5076 -1.1455 0.2698 -0.81 0.46 1.11
H 0.7026 0.3670 0.8834 0.38 -0.31 0.13
H -0.7680 -2.0027 -0.1234 -0.96 -3.94 -0.17
H 4.6195 1.7986 -1.6973 -1.37 -0.28 -0.06
H -0.8304 1.4192 -0.2559 -0.47 0.04 0.85
H -2.1517 1.7498 0.7616 -1.80 0.85 0.86
```
Positions in Å, forces in eV/Å.

- Energy relative to the best compared isomer or geometry (same formula, charge and spin): 24.4 kcal per mole
- LUMO level: -5.8 eV
- DFT total energy: -214834.1009 eV
- HOMO: -13.7 eV
- Net charge: +1

natural (NBO) population analysis, charges in e, atoms 1 to 8: -0.604 -0.285 0.354 -0.661 0.060 0.280 -0.243 0.231



Entry 3:
Below is a 2-piece molecular cluster, C3H7Br3OSi overall at a distorted geometry, with properties calculated with the ωB97M-V functional and the def2-TZVPD basis.

```
15
Properties=species:S:1:pos:R:3:forces:R:3
C -1.4591 1.3294 -0.3139 0.16 -1.81 3.10
C -1.0826 0.0689 -0.9474 1.48 -4.12 -0.03
C 0.4104 -0.0805 -1.1679 0.79 1.56 -1.52
O 0.9974 -1.2016 -1.5866 -0.16 -1.08 2.01
Si 1.5522 -0.2894 1.8266 -0.58 -0.33 -1.41
Br 3.7601 -0.3678 2.1867 -0.11 -0.08 -0.03
Br 0.8034 -2.5300 1.6345 0.29 0.62 0.05
Br 0.6613 0.5491 3.6870 -0.09 -0.05 0.08
H -0.9331 1.4184 0.6791 -0.61 -0.13 -0.77
H -2.4976 1.0483 -0.1192 -0.40 2.02 -0.17
H -1.0353 2.0655 -0.9131 -0.62 2.13 -1.08
H -1.4372 -0.8850 -0.3897 0.42 1.53 -0.70
H -1.5516 -0.0084 -1.9569 0.39 -0.01 0.36
H 0.8894 0.8213 -1.7430 -0.70 -1.49 1.44
H 0.9224 -1.9384 -0.8761 -0.25 1.26 -1.34
```
Positions in Å, forces in eV/Å.

- Energy relative to the best compared isomer or geometry (same formula, charge and spin): 43.6 kcal per mole
- LUMO level (spin up / spin down): -0.7 / -1.9 eV
- DFT total energy: -223277.4485 eV
- HOMO (spin up / spin down): -8.2 / -8.0 eV

natural (NBO) population analysis, charges in e, atoms 1 to 8: -0.628 -0.495 0.310 -0.673 0.676 -0.308 -0.401 -0.310



Entry 4:
Below is a 2-piece molecular cluster, C3H7Br3Si overall at a distorted geometry, with properties calculated with the ωB97M-V functional and the def2-TZVPD basis.

```
14
Properties=species:S:1:pos:R:3:forces:R:3
C 0.1679 -0.4735 1.1536 0.27 -0.03 0.22
C 0.0684 -0.1806 -1.3559 0.23 -0.02 -0.13
C 0.6874 0.3057 -0.0480 0.17 -0.26 -0.14
Si 2.5906 0.2130 -0.1337 -0.14 -0.43 0.29
Br 2.5522 -3.5571 -0.3582 -0.02 1.53 0.05
Br 3.5848 1.3087 -1.7736 -0.33 -0.51 0.36
Br 3.6941 0.5704 1.7479 -0.35 -0.25 -0.57
H 0.4561 -1.5212 1.0930 0.04 -0.12 -0.02
H 0.5475 -0.0621 2.0877 0.00 -0.04 0.08
H -0.9174 -0.4264 1.1874 -0.14 0.07 -0.08
H 0.4611 0.3660 -2.2108 -0.01 0.02 -0.13
H -1.0080 -0.0313 -1.3291 -0.12 0.04 0.06
H 0.2603 -1.2412 -1.5030 0.04 -0.12 -0.01
H 0.4393 1.3662 0.0782 0.36 0.12 0.01
```
Positions in Å, forces in eV/Å.

- Energy relative to the best compared isomer or geometry (same formula, charge and spin): 63.3 kcal per mole
- LUMO level (spin up / spin down): -2.4 / -2.8 eV
- DFT total energy: -221230.7056 eV
- HOMO (spin up / spin down): -8.9 / -8.4 eV

natural (NBO) population analysis, charges in e, atoms 1 to 8: -0.629 -0.624 -0.680 1.317 -0.562 -0.225 -0.224 0.247



Entry 5:
Below is an isolated ion of composition C3H7BrN and charge +1 at a distorted geometry, with properties calculated with the ωB97M-V functional and the def2-TZVPD basis.

```
12
Properties=species:S:1:pos:R:3:forces:R:3
C -0.9945 1.4006 0.1700 1.60 -1.39 -0.16
C 0.8821 -0.1695 0.1652 -1.63 -0.51 -1.45
C 0.4199 1.1268 0.6878 -3.81 1.16 -1.61
N -0.3546 -0.9960 0.1038 1.91 0.43 1.63
Br -1.1557 0.7667 2.0352 0.24 0.29 0.35
H -1.3548 0.6248 -0.5765 0.07 1.53 1.36
H -1.3491 2.3844 0.2396 -0.43 1.27 -0.42
H 1.2333 -0.1995 -0.8439 0.35 1.30 -0.98
H 1.7424 -0.4636 0.6677 1.12 -1.48 1.50
H 0.9000 2.0170 1.0456 0.79 -0.14 0.28
H -0.2095 -1.5952 0.8636 -0.65 -1.65 1.03
H -0.5886 -1.5066 -0.6972 0.46 -0.80 -1.54
```
Positions in Å, forces in eV/Å.

- Energy relative to the best compared isomer or geometry (same formula, charge and spin): 41.2 kcal per mole
- LUMO level: -5.1 eV
- DFT total energy: -74747.1138 eV
- HOMO: -14.7 eV
- Net charge: +1

natural (NBO) population analysis, charges in e, atoms 1 to 8: -0.353 -0.324 -0.036 -0.849 0.435 0.301 0.254 0.273



Entry 6:
Below is one molecule with the formula C3H7BrN2O at a distorted geometry, with properties calculated with the ωB97M-V functional and the def2-TZVPD basis.

```
14
Properties=species:S:1:pos:R:3:forces:R:3
C 0.1968 -0.0011 1.3885 -0.10 -3.85 1.54
N 0.2353 0.2746 0.0031 2.56 2.11 0.73
C 1.3978 1.1281 -0.3750 -2.60 2.12 -0.01
C -0.5302 -0.1584 -0.9167 -6.38 -2.47 -0.67
O -0.7560 0.0598 -2.0642 1.46 0.49 -0.64
N -1.8841 -1.1319 -0.2357 3.10 1.90 0.87
Br -1.6541 -2.8367 -0.8336 0.59 -1.82 -0.24
H 0.1155 -1.1713 1.6234 0.26 2.47 -0.66
H 1.1480 0.3402 1.7681 0.00 0.04 0.52
H -0.6289 0.4277 1.9150 -0.48 0.57 0.16
H 1.4033 2.2132 0.0697 -0.39 -2.16 -0.67
H 2.2023 0.5936 -0.0439 2.52 -1.00 0.74
H 1.3672 1.1667 -1.4376 0.31 0.34 -0.85
H -2.6128 -0.9046 -0.8611 -0.87 1.26 -0.82
```
Positions in Å, forces in eV/Å.

- SMILES string: CN(C)C(=O)NBr
- Energy relative to the best compared isomer or geometry (same formula, charge and spin): 34.9 kcal per mole
- LUMO level: 0.7 eV
- DFT total energy: -78292.2536 eV
- HOMO: -8.6 eV

natural (NBO) population analysis, charges in e, atoms 1 to 8: -0.397 -0.449 -0.395 0.851 -0.584 -0.802 0.136 0.224



Entry 7:
Below is a 3-piece molecular cluster, C3H7BrN2O2S overall at a distorted geometry, with properties calculated with the ωB97M-V functional and the def2-TZVPD basis.

```
16
Properties=species:S:1:pos:R:3:forces:R:3
C -0.2984 -0.2125 -1.6205 -0.95 -0.51 1.40
C -1.6202 -0.2247 0.4681 2.39 0.02 0.84
C -2.1238 1.1871 -1.4028 -3.27 -0.66 -0.88
N 0.5953 -0.5394 -2.2401 2.20 -0.55 -1.32
N -1.4012 0.0416 -0.9554 -0.39 0.38 0.87
O 4.2237 -1.0764 -1.5891 -0.16 -0.51 0.85
O 3.2888 -2.9661 -0.1706 0.77 0.65 -0.55
S 3.5099 -2.3069 -1.4363 -0.34 -0.19 -0.81
Br 1.3051 -2.2654 2.0968 0.43 -0.37 -0.17
H 2.3312 -2.8974 1.2552 -0.77 0.51 0.65
H -1.0319 -1.0066 0.9179 0.81 -0.61 -0.79
H -1.3317 0.5965 1.1217 -0.12 0.67 -0.31
H -2.5683 -0.5382 0.7774 -2.05 -0.08 -0.56
H -1.8111 2.1826 -1.2200 1.19 0.81 0.49
H -2.4815 1.1363 -2.4527 0.72 -0.25 0.40
H -3.0420 1.0386 -0.8379 -0.46 0.69 -0.10
```
Positions in Å, forces in eV/Å.

- Energy relative to the best compared isomer or geometry (same formula, charge and spin): 40.1 kcal per mole
- LUMO level: -1.1 eV
- DFT total energy: -91175.4682 eV
- HOMO: -9.6 eV

natural (NBO) population analysis, charges in e, atoms 1 to 8: 0.449 -0.419 -0.400 -0.420 -0.466 -0.793 -0.876 1.698



Entry 8:
Below is C3H7BrN3 as an isolated structure at a distorted geometry, with properties calculated with the ωB97M-V functional and the def2-TZVPD basis.

```
14
Properties=species:S:1:pos:R:3:forces:R:3
C -1.4367 -0.1116 0.3373 3.14 -0.72 2.34
C 1.4946 -0.3797 -0.8619 -6.15 3.01 0.35
C 1.0955 -0.6250 0.6849 1.42 -3.77 -4.26
N -1.9871 1.6775 -1.1486 0.37 1.27 -0.35
N -1.8264 0.8059 -0.3646 -0.30 0.86 -0.07
N 0.2129 0.3118 1.0981 -6.17 1.89 0.52
Br -2.2894 -1.6995 0.7519 0.11 0.56 -0.13
H 0.6605 -0.8199 -1.5938 1.96 0.28 1.65
H 1.3108 0.7633 -1.0884 0.89 -1.97 0.59
H 2.4351 -0.6468 -1.1093 2.92 -1.09 -0.84
H 1.9586 -0.4555 1.2912 0.83 -0.31 0.63
H 0.7587 -1.7367 0.6280 0.59 1.57 1.16
H -2.2480 2.6133 -0.7261 -0.36 -1.06 -0.18
H -0.1390 0.3031 2.1014 0.75 -0.52 -1.40
```
Positions in Å, forces in eV/Å.

- Energy relative to the best compared isomer or geometry (same formula, charge and spin): 128.2 kcal per mole
- LUMO level (spin up / spin down): -6.6 / -6.6 eV
- DFT total energy: -77724.5245 eV
- HOMO (spin up / spin down): -14.4 / -14.4 eV
- Net charge: +1

natural (NBO) population analysis, charges in e, atoms 1 to 8: 0.195 -0.597 -0.287 -0.098 0.010 -0.445 0.303 0.203